A:
DFT (ωB97M-V/def2-TZVPD) results for a structure of composition C22H24NO.

E_HOMO (eV): -11.45
Charge: +1
Gap between HOMO and LUMO (Eh): 0.2895

Structure (XYZ):
```
48
Properties=species:S:1:pos:R:3:mulliken_charge:R:1
C 4.15 -0.47 -1.41 -0.988
C 2.69 -0.37 -1.87 -0.597
N 1.72 -0.42 -0.68 0.308
C 2.01 0.75 0.20 -0.791
C 3.45 0.69 0.70 -1.040
C 4.17 -0.57 0.14 0.191
C 3.36 -1.82 0.54 -1.072
C 1.91 -1.71 0.05 -0.550
H 4.64 -1.36 -1.84 0.378
H 4.72 0.43 -1.71 0.355
H 2.53 0.57 -2.41 0.450
H 2.45 -1.20 -2.55 0.364
H 1.81 1.66 -0.39 0.383
H 1.29 0.74 1.02 0.423
H 3.99 1.59 0.37 0.368
H 3.44 0.64 1.80 0.373
H 5.19 -0.64 0.53 0.374
H 3.81 -2.72 0.09 0.415
H 3.35 -1.93 1.64 0.332
H 1.20 -1.73 0.88 0.436
H 1.63 -2.51 -0.64 0.230
C -4.13 4.37 1.61 -0.399
C -3.07 4.53 0.69 -0.676
C -2.40 3.41 0.19 -0.301
C -2.74 2.11 0.65 0.511
C -1.95 0.94 0.34 0.890
O -2.59 -0.22 0.71 -0.549
C -2.11 -1.43 0.21 0.057
C -0.95 -1.49 -0.60 0.441
C -0.68 -2.71 -1.27 -0.290
C -1.49 -3.82 -1.04 -0.749
C -2.60 -3.74 -0.20 -0.516
C -2.95 -2.53 0.40 -0.614
C -0.18 -0.29 -0.81 1.128
C -0.75 0.92 -0.35 -1.062
C -3.87 1.96 1.49 -0.515
C -4.53 3.08 1.99 -0.573
H -4.62 5.25 2.05 0.367
H -2.77 5.53 0.39 0.390
H -1.58 3.53 -0.52 0.342
H 0.13 -2.73 -2.02 0.485
H -1.20 -4.78 -1.50 0.404
H -3.19 -4.63 0.02 0.403
H -3.81 -2.42 1.06 0.462
H 0.38 -0.27 -1.78 0.083
H -0.32 1.87 -0.69 0.160
H -4.18 0.97 1.81 0.389
H -5.35 2.93 2.69 0.390
```

B:
DFT (ωB97M-V/def2-TZVPD) results for the ion C22H24NO with charge +1.

E_HOMO (eV): -11.24
SMILES: C1=C(c2ccccc2)Oc2ccccc2[C@@H]1[N+]12CCC(CC1)CC2
Charge: +1
Gap between HOMO and LUMO (Eh): 0.3267

Structure (XYZ):
```
48
Properties=species:S:1:pos:R:3:mulliken_charge:R:1
C -4.56 0.12 -0.48 -1.459
C -5.46 -0.65 0.19 0.838
C -6.87 -0.37 0.38 0.461
C -7.49 0.74 -0.24 -0.327
C -8.83 1.05 0.00 -0.772
C -9.59 0.24 0.85 -0.394
C -9.01 -0.91 1.42 -0.603
C -7.68 -1.21 1.19 -0.424
O -5.05 -1.81 0.78 -0.590
C -3.88 -2.42 0.37 0.154
C -3.78 -3.75 0.76 -0.642
C -2.69 -4.49 0.32 -0.491
C -1.70 -3.88 -0.47 -0.916
C -1.86 -2.56 -0.89 -0.113
C -2.94 -1.78 -0.42 -0.379
C -3.17 -0.33 -0.82 1.356
N -2.13 0.63 -0.34 0.911
C -1.34 1.20 -1.54 -0.602
C -0.30 2.20 -1.06 -1.059
C -0.32 2.36 0.47 0.269
C -1.71 2.82 0.86 -1.126
C -2.76 1.84 0.36 -0.736
C -0.06 0.99 1.07 -1.148
C -1.08 -0.02 0.58 -0.469
H -4.90 1.12 -0.79 0.150
H -6.89 1.35 -0.91 0.419
H -9.27 1.91 -0.50 0.380
H -10.63 0.47 1.04 0.391
H -9.61 -1.57 2.04 0.383
H -7.24 -2.10 1.65 0.394
H -4.57 -4.17 1.39 0.467
H -2.59 -5.52 0.63 0.402
H -0.82 -4.44 -0.78 0.415
H -1.12 -2.11 -1.57 0.466
H -3.14 -0.32 -1.93 0.266
H -2.07 1.66 -2.22 0.478
H -0.88 0.35 -2.07 0.296
H 0.70 1.87 -1.37 0.417
H -0.48 3.17 -1.53 0.363
H 0.43 3.08 0.81 0.380
H -1.91 3.81 0.42 0.408
H -1.81 2.93 1.94 0.384
H -3.41 2.33 -0.38 0.359
H -3.39 1.46 1.17 0.477
H 0.94 0.65 0.79 0.447
H -0.08 1.02 2.17 0.353
H -1.62 -0.51 1.40 0.529
H -0.57 -0.79 0.00 0.237
```

Name the least stable of them. A.

A:
DFT (ωB97M-V/def2-TZVPD) results for a cluster of 2 separate species, C3H8Se in total.

E_HOMO (eV): -8.00
Charge: 0
Gap between HOMO and LUMO (Eh): 0.2927

Structure (XYZ):
```
12
Properties=species:S:1:pos:R:3:mulliken_charge:R:1
C -0.29 -0.76 -1.89 -0.919
C 0.32 1.35 0.89 -0.847
C 0.50 -0.17 0.99 -0.243
Se 0.02 -0.92 2.54 -0.016
H 0.61 -0.11 -1.84 0.245
H -0.88 -0.16 -2.40 0.385
H -0.38 -1.77 -2.20 0.276
H 0.95 2.09 1.55 0.331
H 0.45 1.69 -0.09 0.264
H -0.69 1.65 1.11 0.356
H -0.90 -0.50 -0.82 0.069
H 0.30 -2.39 2.16 0.099
```

B:
DFT (ωB97M-V/def2-TZVPD) results for a cluster of 2 separate species, C3H8Se in total.

E_HOMO (eV): -9.28
SMILES: [SeH2].C=CC
Charge: 0
Gap between HOMO and LUMO (Eh): 0.3676

Structure (XYZ):
```
12
Properties=species:S:1:pos:R:3:mulliken_charge:R:1
Se 0.62 2.75 2.12 -0.252
H -0.59 1.79 1.65 0.111
H 1.38 1.57 2.30 0.121
C -0.67 0.63 -0.88 -0.768
C -0.61 -0.71 -0.81 0.163
C 0.50 -1.60 -0.39 -0.963
H -1.38 1.28 -1.45 0.195
H 0.02 1.31 -0.47 0.299
H -1.29 -1.41 -1.37 0.233
H 1.34 -0.98 -0.17 0.294
H 0.08 -2.14 0.51 0.261
H 0.60 -2.49 -1.03 0.309
```

Name the least stable of them. A.

A:
DFT (ωB97M-V/def2-TZVPD) results for the molecule CH3O3PS.

E_HOMO (eV): -8.98
Charge: 0
Gap between HOMO and LUMO (Eh): 0.3171

Structure (XYZ):
```
9
Properties=species:S:1:pos:R:3:mulliken_charge:R:1
C -1.24 -0.13 0.07 -0.716
O 0.56 2.04 -0.66 -0.580
O 1.42 -0.66 -1.06 -0.367
O 1.26 0.20 1.10 -0.313
P 0.39 0.60 -0.22 0.929
S 1.98 -1.18 0.41 0.190
H -1.53 0.01 1.13 0.326
H -1.82 0.38 -0.73 0.280
H -1.01 -1.26 -0.04 0.251
```

B:
DFT (ωB97M-V/def2-TZVPD) results for the molecule CH3O3PS.

E_HOMO (eV): -9.36
SMILES: O=C(O)OPS
Charge: 0
Gap between HOMO and LUMO (Eh): 0.2942

Structure (XYZ):
```
9
Properties=species:S:1:pos:R:3:mulliken_charge:R:1
O -2.06 0.91 -1.59 -0.472
C -0.96 0.98 -1.20 0.605
O 0.02 1.65 -1.79 -0.436
O -0.59 0.14 -0.21 -0.560
P -0.29 -1.01 1.58 0.420
S 1.64 -1.71 1.37 -0.134
H 0.69 2.04 -1.19 0.326
H -0.64 -2.31 1.13 0.090
H 2.17 -0.70 1.89 0.160
```

Name the least stable of them. B.

A:
DFT (ωB97M-V/def2-TZVPD) results for the ion C2H5N2S3 with charge +1.

E_HOMO (eV): -12.92
Charge: +1
Gap between HOMO and LUMO (Eh): 0.2892

Structure (XYZ):
```
12
Properties=species:S:1:pos:R:3:mulliken_charge:R:1
C 0.06 -0.75 -0.06 0.503
C -0.20 0.72 -0.28 -0.140
N 1.33 -1.20 0.01 -0.297
N -1.15 1.30 0.54 -0.436
S -1.15 -1.97 -0.12 -0.158
S 1.58 1.42 -0.14 -0.079
S 2.79 -0.30 -0.10 0.144
H -0.50 0.73 -1.43 0.402
H 1.47 -2.18 0.17 0.260
H -0.98 1.07 1.44 0.260
H -2.24 -1.13 -0.40 0.252
H -1.01 2.30 0.38 0.289
```

B:
DFT (ωB97M-V/def2-TZVPD) results for a structure of composition C2H5N2S3.

E_HOMO (eV): -12.96
Charge: +1
Gap between HOMO and LUMO (Eh): 0.2911

Structure (XYZ):
```
12
Properties=species:S:1:pos:R:3:mulliken_charge:R:1
C -1.11 -0.37 -0.14 -0.173
C 0.25 -0.23 -0.78 -0.236
N -0.25 1.88 0.58 -0.404
N 1.04 -1.00 0.39 -0.254
S -1.99 -1.73 -0.22 -0.091
S -1.71 1.03 0.66 0.183
S 0.59 1.58 -0.89 0.102
H 0.43 -0.65 -1.68 0.461
H -0.51 2.83 0.50 0.359
H 0.78 -0.41 1.15 0.394
H 1.99 -1.07 0.09 0.330
H 0.50 -1.88 0.34 0.331
```

Name the least stable of them. B.